Below is a cluster of 16 separate species, H31O16 in total at a distorted geometry, with properties calculated with ωB97M-V/def2-TZVPD.

Properties
Orbital gap = 8.6 eV
Charge = -1
LUMO level = 2.3 eV

Geometry as XYZ:
```
47
Properties=species:S:1:pos:R:3:mulliken_charge:R:1
O -1.990 1.666 3.197 -0.59
H 0.743 -3.288 -4.389 0.31
H 0.503 2.158 1.376 0.32
O -1.898 1.157 -4.049 -0.64
H -1.235 2.146 2.819 0.37
H -2.246 2.275 3.889 0.29
O -0.562 5.357 -0.642 -0.65
H -2.113 0.233 -3.856 0.37
H 1.319 3.056 2.216 0.22
O 0.398 2.889 1.999 -0.65
H 1.827 4.003 -0.806 0.34
H -1.992 1.135 -5.018 0.31
O 1.683 4.373 -1.682 -0.72
H -0.080 0.375 -2.691 0.29
H 2.534 2.064 2.931 0.29
O 2.796 -2.837 0.994 -0.62
H 2.681 -1.895 1.321 0.46
H 2.029 -3.360 1.223 0.13
O -1.368 -1.386 1.915 -0.60
H -0.691 -2.070 1.949 0.26
H -0.948 -0.777 2.538 0.31
O -3.161 -1.371 -3.928 -0.72
H -3.796 -1.198 -3.223 0.35
H -1.253 4.992 -0.093 0.30
O 0.844 -0.837 3.499 -0.71
H 1.222 -1.280 4.258 0.23
O 0.656 0.959 -2.877 -0.63
H 1.584 3.664 -2.319 0.33
H 0.341 1.666 -3.441 0.34
O -2.951 -0.262 -0.268 -0.60
H 0.055 4.824 -1.177 0.40
H -2.793 -0.791 0.517 0.33
O 3.489 2.006 2.884 -0.65
H 0.745 -4.013 1.902 0.35
H -1.302 -2.586 -0.730 0.29
O 0.011 -3.820 -4.037 -0.64
H -0.118 -3.705 -3.095 0.33
H 2.567 -0.040 1.035 0.17
O -0.637 -2.405 -1.408 -0.56
H 3.669 1.068 2.620 0.40
H 0.170 -2.312 -0.897 0.27
O 2.692 -0.271 1.963 -1.17
H 1.674 -0.784 2.835 0.43
H -2.538 -1.958 -3.500 0.33
O -0.096 -4.469 1.987 -0.61
H -2.098 -0.024 -0.640 0.28
H -0.369 -4.326 2.901 0.32
```



Below is the ion C2H6N3S with charge +1 at a distorted geometry, with properties calculated with ωB97M-V/def2-TZVPD.

Properties
Orbital gap = 9.4 eV
Charge = +1
LUMO level = -4.4 eV

Geometry as XYZ:
```
12
Properties=species:S:1:pos:R:3:mulliken_charge:R:1
C -0.786 -1.533 -0.650 0.10
C 0.327 1.083 0.307 0.16
N -0.252 -0.626 -1.500 -0.24
N -0.931 -1.090 0.527 -0.54
N 1.182 1.537 1.167 -0.30
S 1.045 0.329 -0.993 -0.03
H -1.205 -2.416 -1.171 0.36
H -0.631 1.439 0.461 0.44
H -0.283 -0.799 -2.488 0.30
H -1.523 -1.437 1.238 0.23
H 0.909 2.254 1.907 0.29
H 2.148 1.258 1.195 0.23
```



Below is the molecule C3H4N4O at a distorted geometry, with properties calculated with ωB97M-V/def2-TZVPD.

Properties
Orbital gap = 8.7 eV
SMILES = [H]/N=C/N1C=NN=CO1
LUMO level = -0.1 eV

Geometry as XYZ:
```
12
Properties=species:S:1:pos:R:3:mulliken_charge:R:1
H 2.118 0.078 2.679 0.27
N 1.424 -0.348 1.964 -0.59
C 1.281 0.369 0.952 0.05
N 0.074 0.240 0.217 0.06
C -0.933 -0.606 0.465 0.00
N -1.801 -1.161 -0.428 -0.44
N -1.738 -0.539 -1.669 -0.15
C -0.882 0.291 -2.008 0.03
O 0.358 0.587 -1.275 -0.33
H 1.873 1.289 0.765 0.34
H -1.063 -0.780 1.468 0.48
H -0.711 0.579 -3.130 0.30
```